# 1
14
Properties=species:S:1:pos:R:3 method="wB97M-V/def2-TZVPD" total_charge=+1 energy_ha=-282.91253 de_lowest_ev=6.836 max_force_ev_per_a=6.71 mol_weight_da=86.1
C 2.22 0.27 -0.05
C 0.40 -0.23 -0.07
C -1.97 0.14 -0.19
N 1.54 -0.90 0.09
N 1.13 0.94 -0.35
N -0.85 -0.71 -0.45
H 3.23 0.59 0.10
H -0.46 0.43 1.65
H -2.14 0.89 -0.86
H -2.91 -0.32 -0.28
H -1.55 0.64 0.81
H 1.53 -1.84 0.46
H 0.78 1.87 -0.32
H -0.96 -1.78 -0.54



# 2
102
Properties=species:S:1:pos:R:3 method="wB97M-V/def2-TZVPD" total_charge=+2 energy_ha=-4121.23534 spin_multiplicity=2 max_force_ev_per_a=4.15 mol_weight_da=795.9 s_squared=1.177
V 12.70 12.58 14.10
C 16.83 15.29 12.64
C 15.50 15.84 12.81
C 15.21 17.17 12.85
C 13.82 17.59 13.06
N 12.86 16.73 13.19
N 13.19 15.44 13.11
B 12.03 14.45 12.98
N 11.99 13.88 11.55
N 12.34 14.84 10.63
C 12.35 14.50 9.35
C 12.02 13.20 9.02
C 11.52 12.26 9.89
C 11.05 10.96 9.46
C 11.51 12.69 11.27
S 11.09 11.66 12.60
C 12.69 15.59 8.40
C 11.36 16.05 7.80
C 13.36 16.80 9.06
C 13.63 15.06 7.27
N 10.73 15.01 13.42
N 9.88 15.58 12.55
C 8.74 16.08 13.04
C 8.37 15.97 14.42
C 9.25 15.38 15.27
C 9.07 15.16 16.73
C 10.45 14.88 14.69
S 11.59 13.94 15.67
C 7.94 16.91 12.02
C 8.44 16.70 10.56
C 6.42 16.67 12.09
C 8.30 18.42 12.34
C 14.43 15.00 12.92
S 14.67 13.22 12.95
C 13.52 19.06 13.24
C 14.19 19.61 14.57
C 14.05 19.79 12.03
C 12.03 19.35 13.42
H 17.49 16.06 12.20
H 16.75 14.48 11.92
H 17.24 14.96 13.54
H 16.03 17.93 12.87
H 12.14 12.90 7.99
H 10.19 11.05 8.75
H 10.56 10.32 10.20
H 11.82 10.39 8.83
H 10.68 16.43 8.55
H 10.93 15.28 7.20
H 11.65 16.86 7.10
H 12.64 17.26 9.71
H 13.64 17.56 8.33
H 14.26 16.50 9.60
H 13.20 14.32 6.62
H 14.57 14.67 7.65
H 13.83 15.97 6.65
H 7.38 16.30 14.76
H 8.00 15.48 16.93
H 9.73 15.83 17.38
H 9.35 14.11 16.91
H 8.20 15.68 10.19
H 9.52 16.87 10.50
H 7.89 17.34 10.01
H 6.10 15.63 11.93
H 5.96 17.25 11.32
H 6.00 17.16 13.00
H 9.33 18.62 12.22
H 7.91 18.83 13.29
H 7.78 18.96 11.59
H 15.28 19.67 14.57
H 13.86 18.93 15.40
H 13.84 20.63 14.68
H 15.11 19.66 11.84
H 13.89 20.81 12.22
H 13.55 19.54 11.14
H 11.59 19.02 14.36
H 11.54 18.79 12.65
H 11.74 20.38 13.31
C 13.15 11.68 15.87
C 13.12 11.18 16.96
C 13.11 10.64 18.26
C 11.91 9.87 18.66
C 11.93 8.87 19.64
C 10.76 8.27 20.02
C 9.55 8.69 19.53
C 9.51 9.65 18.52
C 10.66 10.28 18.13
C 14.24 10.93 19.15
C 15.46 11.38 18.62
C 16.48 11.63 19.46
C 16.38 11.46 20.87
C 15.17 10.96 21.39
C 14.14 10.65 20.51
H 12.88 8.45 20.03
H 10.84 7.47 20.73
H 8.63 8.36 19.93
H 8.60 9.95 17.97
H 10.57 11.07 17.31
H 15.65 11.40 17.54
H 17.39 12.08 19.03
H 17.26 11.92 21.40
H 14.95 10.83 22.43
H 13.24 10.19 20.90



# 3
62
Properties=species:S:1:pos:R:3 method="wB97M-V/def2-TZVPD" total_charge=+3 energy_ha=-2723.93271 max_force_ev_per_a=6.14 mol_weight_da=649.0
C -3.63 4.50 -3.43
C -3.90 3.11 -3.59
H -4.27 5.08 -4.13
H -2.56 4.67 -3.64
H -3.83 4.76 -2.37
O -4.29 2.06 -3.91
I -2.34 -1.16 -2.06
Zr -1.07 0.58 -0.54
P -2.60 0.64 1.55
C -3.51 -0.85 2.06
C -2.11 1.43 3.12
H -3.00 1.59 3.74
H -4.60 1.96 1.78
H -1.63 2.39 2.89
H -3.50 2.62 0.52
H -2.81 -1.62 2.42
H -1.38 0.82 3.67
C -3.94 1.71 0.94
H -4.22 -0.60 2.87
H -4.51 1.21 0.14
H -4.06 -1.27 1.21
P 1.21 0.58 -1.87
C 1.75 -1.01 -2.56
C 0.77 1.61 -3.31
H 2.60 2.29 -0.85
H 3.49 1.39 -2.13
H 3.24 0.68 -0.51
C 2.78 1.30 -1.29
H 0.38 2.58 -2.98
H 1.68 1.77 -3.90
H 2.63 -0.85 -3.19
H 0.95 -1.46 -3.16
H 0.01 1.13 -3.93
H 2.00 -1.71 -1.76
Cl -1.35 2.93 -0.97
C 0.00 -1.49 2.80
P 0.41 -0.97 1.11
C 2.02 -0.16 1.57
C 3.25 -0.83 1.42
C 4.43 -0.27 1.92
C 4.40 1.03 2.42
C 3.21 1.76 2.49
C 2.01 1.16 2.08
C 0.57 -2.68 0.40
C -0.55 -3.24 -0.27
C -0.34 -4.04 -1.40
C 0.90 -4.67 -1.54
C 1.87 -4.50 -0.53
C 1.69 -3.52 0.46
H -0.27 -0.63 3.41
H 0.89 -1.99 3.23
H -0.83 -2.21 2.77
H 3.32 -1.78 0.91
H 5.36 -0.84 1.89
H 5.33 1.50 2.75
H 3.22 2.79 2.87
H 1.08 1.73 2.13
H -1.56 -3.02 0.11
H -1.11 -4.14 -2.17
H 1.12 -5.29 -2.40
H 2.78 -5.11 -0.52
H 2.42 -3.44 1.28



# 4
16
Properties=species:S:1:pos:R:3 method="wB97M-V/def2-TZVPD" total_charge=0 energy_ha=-648.72574 de_lowest_ev=3.467 max_force_ev_per_a=5.49 mol_weight_da=115.2 smiles="CN1CC[C@H]1C=S"
C -0.67 1.59 1.17
N 0.13 0.34 0.71
C 1.25 0.71 -0.14
C 1.10 -0.56 -0.90
C -0.39 -0.64 -0.37
C -1.17 -1.86 -0.11
S -2.21 -2.57 -1.22
H -0.09 1.98 2.06
H -1.53 1.22 1.60
H -0.69 2.36 0.40
H 2.32 0.72 0.38
H 1.20 1.56 -0.79
H 1.66 -1.50 -0.60
H 1.11 -0.44 -1.95
H -1.12 -0.16 -0.97
H -0.90 -2.75 0.72



# 5
22
Properties=species:S:1:pos:R:3 method="wB97M-V/def2-TZVPD" total_charge=+1 energy_ha=-872.97059 de_lowest_ev=1.809 max_force_ev_per_a=1.24 mol_weight_da=180.3
C 2.73 1.55 0.38
C 2.99 0.24 0.17
C 1.41 2.06 0.23
C 0.38 1.23 -0.07
C 1.95 -0.68 -0.23
C 0.56 -0.20 -0.24
C 2.26 -1.94 -0.62
C -2.16 0.55 0.29
N -0.49 -0.92 -0.36
N -3.30 0.15 -0.20
N -4.02 -0.92 0.28
S -1.26 1.83 -0.43
H 3.52 2.23 0.66
H 3.98 -0.15 0.27
H 1.23 3.12 0.35
H 1.52 -2.63 -0.99
H 3.28 -2.29 -0.61
H -1.87 0.21 1.27
H -3.60 0.48 -1.12
H -5.03 -0.78 0.24
H -0.38 -1.91 -0.47
H -3.71 -1.23 1.19



# 6
60
Properties=species:S:1:pos:R:3 method="wB97M-V/def2-TZVPD" total_charge=+2 energy_ha=-7072.93662 de_lowest_ev=0.577 max_force_ev_per_a=1.02 mol_weight_da=799.7
Os -0.61 -0.49 0.50
C 0.34 2.59 0.00
C -0.18 2.41 1.39
C -0.26 3.53 2.25
C -0.75 3.41 3.52
C -1.18 2.14 3.98
C -1.71 1.89 5.27
C -2.11 0.63 5.63
C -2.00 -0.44 4.72
C -1.49 -0.22 3.47
S -1.31 -1.48 2.24
C -1.08 1.07 3.08
N -0.58 1.21 1.81
H 0.66 3.62 -0.15
H -0.44 2.36 -0.74
H 1.18 1.93 -0.20
H 0.08 4.48 1.88
H -0.81 4.26 4.18
H -1.79 2.72 5.97
H -2.50 0.45 6.62
H -2.31 -1.43 5.02
Se -0.40 -1.52 -1.68
P 1.79 -1.65 -1.38
Se 1.77 -0.78 0.67
C 2.52 -3.28 -1.45
C 2.79 -3.81 -2.71
C 3.33 -5.09 -2.79
C 3.60 -5.80 -1.64
C 3.33 -5.26 -0.39
C 2.78 -4.00 -0.29
C 2.65 -0.57 -2.51
C 2.05 -0.09 -3.67
C 2.79 0.69 -4.54
C 4.11 1.00 -4.25
C 4.71 0.51 -3.09
C 3.98 -0.28 -2.22
H 2.60 -3.24 -3.61
H 3.55 -5.51 -3.76
H 4.04 -6.79 -1.71
H 3.55 -5.83 0.51
H 2.56 -3.58 0.69
H 1.01 -0.32 -3.89
H 2.33 1.07 -5.45
H 4.68 1.61 -4.94
H 5.74 0.75 -2.88
H 4.46 -0.67 -1.33
C -4.85 0.07 -1.05
P -3.64 1.05 -0.18
C -4.19 1.21 1.52
C -3.60 2.68 -0.91
O -2.27 0.39 -0.29
H -5.83 0.54 -1.00
H -4.91 -0.92 -0.60
H -4.56 -0.03 -2.10
H -5.16 1.71 1.55
H -3.47 1.81 2.09
H -4.28 0.23 1.98
H -4.58 3.15 -0.85
H -3.30 2.60 -1.95
H -2.88 3.30 -0.37



# 7
61
Properties=species:S:1:pos:R:3 method="wB97M-V/def2-TZVPD" total_charge=+1 energy_ha=-2024.93695 de_lowest_ev=2.392 max_force_ev_per_a=4.45 mol_weight_da=548.2
C -1.00 -1.39 1.71
C -0.83 -1.73 0.34
C 0.53 -2.05 0.13
H -1.63 -1.87 -0.40
C 1.25 -1.92 1.37
C 0.31 -1.46 2.40
H 0.53 -1.22 3.42
H -1.95 -1.13 2.18
H 0.94 -2.41 -0.84
H 2.32 -2.09 1.49
Zr 0.60 0.35 1.24
Cl 2.83 0.96 0.46
P -0.02 0.37 -3.29
C 1.28 -0.78 -3.50
C 0.94 -1.60 -4.60
H -0.08 -1.52 -5.00
C 1.94 -2.36 -5.16
H 1.70 -2.94 -6.06
C 3.22 -2.35 -4.56
H 3.99 -2.95 -5.03
C 3.52 -1.60 -3.40
H 4.54 -1.63 -2.96
C 2.54 -0.82 -2.83
H 2.70 -0.21 -1.93
C -1.69 -0.16 -3.33
C -2.08 -1.50 -3.09
H -1.35 -2.22 -2.73
C -3.37 -1.87 -3.43
H -3.68 -2.93 -3.36
C -4.24 -0.88 -3.93
H -5.25 -1.16 -4.26
C -3.89 0.50 -4.04
H -4.58 1.27 -4.45
C -2.61 0.87 -3.67
H -2.24 1.91 -3.73
C 0.34 2.11 -3.28
C 0.95 2.28 -4.57
H 1.18 1.36 -5.16
C 1.13 3.58 -5.00
H 1.54 3.70 -6.03
C 0.78 4.63 -4.13
H 0.94 5.63 -4.52
C 0.28 4.43 -2.84
H 0.04 5.29 -2.21
C 0.06 3.16 -2.37
H -0.31 2.92 -1.38
C 1.13 2.11 3.25
C -0.25 2.38 2.90
C -1.25 3.22 3.43
C -2.44 3.06 2.62
C -2.14 2.14 1.60
C -2.96 1.61 0.50
N -0.84 1.76 1.79
H 1.39 1.03 3.40
H 1.31 2.59 4.24
H 1.88 2.54 2.55
H -1.08 3.82 4.29
H -3.39 3.51 2.72
H -3.86 1.11 0.92
H -3.34 2.46 -0.11
H -2.47 0.90 -0.20



# 8
68
Properties=species:S:1:pos:R:3 method="wB97M-V/def2-TZVPD" total_charge=+1 energy_ha=-2967.62720 de_lowest_ev=0.291 max_force_ev_per_a=0.56 mol_weight_da=1039.3
Ta 0.50 0.92 0.00
I -2.22 2.96 -3.89
C -1.10 3.93 -2.44
C -1.08 5.35 -2.36
C -0.33 6.01 -1.43
I -0.35 8.08 -1.41
C 0.45 5.28 -0.48
C 1.31 5.82 0.51
C 2.02 4.98 1.32
C 1.86 3.60 1.20
N 1.04 3.07 0.32
C 0.38 3.89 -0.54
C -0.35 3.21 -1.55
O -0.21 1.87 -1.52
H -1.68 5.91 -3.07
H 1.40 6.90 0.61
H 2.69 5.37 2.08
H 2.39 2.91 1.85
O 4.35 0.54 0.38
C 3.41 0.16 -0.24
O 2.39 1.00 -0.57
C 3.15 -1.21 -0.80
P 1.38 -1.60 -0.59
C 0.95 -2.58 -2.03
C 1.00 -3.97 -2.02
C 0.71 -4.68 -3.18
C 0.38 -4.00 -4.34
C 0.33 -2.61 -4.35
C 0.61 -1.90 -3.20
C 1.27 -2.59 0.92
C 0.10 -3.30 1.21
C -0.04 -3.95 2.43
C 0.99 -3.89 3.36
C 2.15 -3.20 3.08
C 2.29 -2.55 1.86
H 3.83 -1.95 -0.38
H 3.31 -1.16 -1.88
H 1.27 -4.50 -1.11
H 0.75 -5.76 -3.17
H 0.15 -4.56 -5.24
H 0.07 -2.09 -5.26
H 0.56 -0.82 -3.21
H -0.69 -3.34 0.48
H -0.94 -4.49 2.65
H 0.88 -4.40 4.32
H 2.96 -3.16 3.80
H 3.20 -1.99 1.67
C -4.45 -2.04 -0.85
N -3.59 -1.01 -0.25
C -4.13 -0.03 0.50
C -3.40 0.97 1.07
C -2.02 0.90 0.82
O -1.12 1.76 1.19
N -1.46 -0.09 0.09
C -2.21 -1.09 -0.50
O -1.73 -1.96 -1.18
H -5.16 -1.57 -1.53
H -4.98 -2.58 -0.06
H -3.83 -2.73 -1.40
H -5.20 -0.08 0.61
H -3.86 1.75 1.65
O 1.12 0.46 1.84
N 0.36 -0.11 2.81
C -0.05 0.71 3.70
C -0.88 0.16 4.75
N -1.53 -0.27 5.58
C 0.22 2.12 3.70
N 0.44 3.24 3.71



# 9
66
Properties=species:S:1:pos:R:3 method="wB97M-V/def2-TZVPD" total_charge=-1 energy_ha=-2866.76325 de_lowest_ev=0.000 spin_multiplicity=2 max_force_ev_per_a=0.19 mol_weight_da=876.2 s_squared=0.783
Hg 0.01 -0.37 0.91
C -0.39 -2.04 -3.56
C 0.89 -1.35 -3.18
N 1.69 -0.96 -4.16
C 2.82 -0.33 -3.81
C 3.21 -0.09 -2.52
C 4.49 0.66 -2.29
O 4.29 2.00 -1.82
C 2.38 -0.52 -1.43
C 2.83 -0.30 -0.11
N 2.15 -0.46 1.08
C 2.89 -0.66 2.22
C 4.16 -1.27 2.14
C 4.94 -1.49 3.26
C 4.49 -1.14 4.52
C 3.24 -0.56 4.64
C 2.46 -0.32 3.52
I 0.63 0.65 3.87
C 1.16 -1.17 -1.80
O 0.30 -1.65 -0.93
H -0.48 -2.07 -4.64
H -1.25 -1.52 -3.13
H -0.42 -3.06 -3.17
H 3.46 -0.01 -4.63
H 5.04 0.73 -3.23
H 5.14 0.13 -1.58
H 3.40 2.03 -1.44
H 3.83 0.10 0.01
H 4.51 -1.60 1.17
H 5.91 -1.97 3.14
H 5.09 -1.32 5.41
H 2.86 -0.28 5.61
O -4.40 -1.39 1.76
C -4.99 -0.37 1.12
C -6.38 -0.41 1.00
C -7.06 0.60 0.36
C -6.37 1.68 -0.18
C -4.99 1.73 -0.07
C -4.28 0.71 0.57
C -2.80 0.78 0.67
O -2.20 -0.24 1.20
N -2.22 1.86 0.19
N -0.85 1.81 0.32
C -0.24 2.89 0.05
S -1.05 4.37 -0.43
C 0.49 5.23 -0.85
C 1.57 4.78 0.11
S 1.51 2.97 0.18
H -3.43 -1.20 1.75
H -6.90 -1.26 1.43
H -8.14 0.55 0.28
H -6.90 2.48 -0.68
H -4.43 2.55 -0.48
H 0.30 6.30 -0.76
H 0.76 5.00 -1.88
H 1.40 5.18 1.11
H 2.56 5.06 -0.23
C -2.60 -3.22 -0.71
C -1.42 -3.95 -0.08
C -1.06 -3.39 1.22
N -0.78 -2.93 2.24
H -2.83 -3.67 -1.68
H -2.33 -2.18 -0.88
H -3.48 -3.26 -0.08
H -0.53 -3.84 -0.71
H -1.63 -5.01 0.06



# 10
19
Properties=species:S:1:pos:R:3 method="wB97M-V/def2-TZVPD" total_charge=0 energy_ha=-817.27688 de_lowest_ev=2.805 max_force_ev_per_a=4.47 mol_weight_da=164.2 smiles="CC1(c2cccs2)N=CC=N1"
C -0.30 -1.56 0.92
C 0.47 -0.26 0.52
C 0.02 0.11 -0.84
C -0.66 1.23 -1.26
C -0.92 1.27 -2.62
C -0.46 0.13 -3.20
S 0.35 -0.98 -2.15
N 0.26 0.65 1.64
C 1.39 0.86 2.21
C 2.40 0.09 1.56
N 1.96 -0.52 0.48
H 0.15 -1.93 1.94
H -0.08 -2.17 0.01
H -1.33 -1.37 1.01
H -1.15 1.94 -0.70
H -1.57 2.01 -3.06
H -0.57 -0.10 -4.22
H 1.49 1.31 3.15
H 3.53 0.11 1.65